Record 1
{"formula": "C46H101IN10O7P4", "method": "wB97M-V/def2-TZVPD", "orbital_gap_ev": 6.49, "charge": 0, "spin_multiplicity": 1, "smiles": "[H]/N=C(/C)CC(=O)O[C@@](CCOCCOc1ccc(C(C)(C)CC(C)(C)C)cc1)(C[C@H](C)I)P(C)C.CN(C)P(=O)(N(C)C)N(C)C.CN(C)P(=O)(N(C)C)N(C)C.CN(C)P(=O)(N(C)C)N(C)C", "largest_force_ev_per_a": 7.5, "energy_ha": -4550.3553, "elements": ["H", "N", "C", "C", "C", "C", "O", "O", "C", "C", "C", "O", "C", "C", "O", "C", "C", "C", "C", "C", "C", "C", "C", "C", "C", "C", "C", "C", "C", "C", "C", "C", "I", "P", "C", "C", "H", "H", "H", "H", "H", "H", "H", "H", "H", "H", "H", "H", "H", "H", "H", "H", "H", "H", "H", "H", "H", "H", "H", "H", "H", "H", "H", "H", "H", "H", "H", "H", "H", "H", "H", "H", "H", "H", "H", "H", "H", "H", "H", "H", "H", "H", "C", "N", "C", "P", "O", "N", "C", "C", "N", "C", "C", "H", "H", "H", "H", "H", "H", "H", "H", "H", "H", "H", "H", "H", "H", "H", "H", "H", "H", "C", "N", "C", "P", "O", "N", "C", "C", "N", "C", "C", "H", "H", "H", "H", "H", "H", "H", "H", "H", "H", "H", "H", "H", "H", "H", "H", "H", "H", "C", "N", "C", "P", "O", "N", "C", "C", "N", "C", "C", "H", "H", "H", "H", "H", "H", "H", "H", "H", "H", "H", "H", "H", "H", "H", "H", "H", "H"], "xyz": [[1.7600, 2.8282, 2.7481], [2.0701, 3.4020, 1.9568], [1.3968, 3.0782, 0.9265], [1.6749, 3.8372, -0.3623], [0.3086, 2.0024, 0.9543], [0.8738, 0.6475, 0.4812], [1.9684, 0.6229, -0.0270], [0.1152, -0.4884, 0.6901], [-0.8463, -0.7641, -0.3404], [-0.2689, -0.7004, -1.7752], [0.9864, -1.5703, -1.9889], [1.8616, -0.8497, -2.8618], [3.0534, -1.6368, -3.0312], [4.2204, -0.8370, -2.3717], [5.1748, -1.7541, -1.8128], [5.0777, -1.8946, -0.4471], [4.9110, -3.1692, 0.0732], [4.8591, -3.3490, 1.4467], [4.9602, -2.3070, 2.3603], [4.9555, -2.4889, 3.8926], [3.9745, -1.5153, 4.6021], [6.3956, -2.0401, 4.3422], [4.8224, -3.9739, 4.3409], [3.3811, -4.5510, 4.5039], [3.5450, -6.1186, 4.4520], [2.7570, -4.2660, 5.9002], [2.3929, -4.1836, 3.3750], [5.0902, -1.0265, 1.8183], [5.1431, -0.8452, 0.4549], [-1.3305, -2.2350, -0.1395], [-1.9706, -2.5001, 1.2489], [-1.3504, -3.7802, 1.8977], [-4.1122, -2.8716, 1.1470], [-2.3504, 0.3928, -0.3176], [-2.8783, 0.8279, 1.4186], [-3.7657, -0.2464, -1.3025], [0.7173, 4.1670, -0.7963], [2.2799, 4.7112, -0.0976], [2.2058, 3.2219, -1.1005], [-0.4929, 2.3082, 0.2621], [-0.1394, 1.8987, 1.9507], [-1.0592, -1.1037, -2.4316], [-0.1218, 0.3399, -2.1015], [0.6828, -2.5000, -2.4985], [1.4680, -1.8133, -1.0277], [3.3062, -1.7627, -4.0935], [2.9268, -2.6189, -2.5593], [4.7383, -0.3379, -3.2055], [3.8562, -0.0855, -1.6659], [4.8528, -4.0357, -0.5860], [4.7344, -4.3702, 1.8016], [3.0034, -1.4081, 4.1083], [4.4451, -0.5206, 4.5565], [3.9059, -1.7518, 5.6694], [6.4654, -0.9548, 4.1662], [7.1540, -2.5146, 3.7081], [6.5453, -2.1917, 5.4188], [5.3605, -4.6448, 3.6545], [5.3483, -4.0665, 5.3058], [2.8166, -6.6367, 5.0859], [3.5610, -6.4649, 3.4120], [4.5359, -6.3467, 4.8835], [3.4410, -4.5478, 6.7135], [2.4084, -3.2333, 6.0123], [1.8630, -4.9073, 5.9669], [1.3623, -4.3575, 3.7238], [2.4520, -3.1461, 3.0276], [2.5244, -4.8324, 2.4962], [5.1527, -0.1631, 2.4789], [5.2651, 0.1641, 0.0564], [-0.4464, -2.8905, -0.2386], [-2.0355, -2.5384, -0.9209], [-1.7626, -1.6838, 1.9486], [-1.8467, -4.6512, 1.4540], [-1.4590, -3.7663, 2.9873], [-0.2843, -3.7669, 1.6356], [-2.9850, 1.9176, 1.4466], [-2.1216, 0.4642, 2.1213], [-3.8592, 0.3608, 1.5979], [-4.0561, 0.4661, -2.0852], [-3.5806, -1.2099, -1.8024], [-4.6003, -0.4191, -0.6083], [0.4574, 1.7240, 9.6704], [1.4271, 1.6012, 8.6044], [2.7696, 1.8153, 9.1372], [1.2282, 2.1676, 6.9945], [2.0814, 1.1162, 6.3124], [-0.2808, 1.6009, 6.3292], [-0.8392, 0.3464, 6.8133], [-0.2630, 1.5974, 4.8734], [0.4353, 3.6782, 7.5308], [-0.9935, 3.9278, 7.4087], [1.1683, 4.8630, 7.0366], [0.4298, 2.7323, 10.1074], [0.7034, 1.0223, 10.4712], [-0.5502, 1.4675, 9.3499], [2.9216, 2.8633, 9.4352], [3.5269, 1.5637, 8.3931], [2.9523, 1.1764, 10.0033], [-0.1007, -0.4630, 6.8566], [-1.6609, 0.0188, 6.1709], [-1.2822, 0.4694, 7.8024], [0.2962, 0.7434, 4.4682], [0.2033, 2.5136, 4.4923], [-1.2828, 1.5681, 4.4824], [-1.3243, 4.0300, 6.3711], [-1.2327, 4.8589, 7.9332], [-1.5812, 3.1502, 7.8899], [1.0409, 4.9947, 5.9564], [2.2388, 4.7543, 7.2391], [0.8356, 5.7709, 7.5423], [-1.0074, 5.7729, -4.1052], [-1.6181, 4.5133, -3.7421], [-0.6160, 3.4517, -3.7919], [-3.1980, 3.9852, -4.1918], [-3.4232, 3.2081, -2.8970], [-4.3865, 5.1982, -3.7983], [-4.1231, 6.1094, -2.6941], [-5.7212, 4.6250, -3.6514], [-2.9930, 4.6661, -5.8373], [-3.6367, 5.8906, -6.2895], [-3.1815, 3.6238, -6.8675], [-0.6345, 5.7843, -5.1396], [-0.1589, 5.9717, -3.4452], [-1.6838, 6.6161, -3.9811], [-0.3055, 3.2396, -4.8267], [-1.0085, 2.5278, -3.3611], [0.2686, 3.7201, -3.2115], [-3.7692, 5.5982, -1.7917], [-5.0264, 6.6664, -2.4334], [-3.3916, 6.8678, -2.9767], [-5.8470, 4.1146, -2.6903], [-5.9168, 3.8952, -4.4444], [-6.4812, 5.4055, -3.7371], [-4.7230, 5.7974, -6.3772], [-3.2389, 6.1526, -7.2757], [-3.4075, 6.7302, -5.6383], [-4.2324, 3.3246, -6.9517], [-2.5967, 2.7334, -6.6125], [-2.8355, 3.9678, -7.8436], [-4.4199, -1.7294, -7.2828], [-3.7199, -1.8892, -6.0278], [-3.8130, -0.6446, -5.2705], [-2.2365, -2.7285, -5.7779], [-2.5698, -3.1715, -4.3616], [-2.2893, -4.3242, -6.4690], [-3.5739, -5.0011, -6.5805], [-1.3171, -5.2193, -5.8465], [-1.5843, -2.0623, -7.3095], [-1.4365, -2.8408, -8.5303], [-0.3308, -1.3157, -7.0686], [-3.9681, -0.9620, -7.9285], [-5.4540, -1.4332, -7.0895], [-4.4778, -2.6561, -7.8499], [-3.2211, 0.1515, -5.7506], [-3.4386, -0.7754, -4.2543], [-4.8473, -0.3056, -5.1813], [-4.1660, -4.9515, -5.6598], [-3.4310, -6.0545, -6.8327], [-4.1649, -4.5889, -7.3997], [-1.6529, -5.5754, -4.8666], [-0.3584, -4.7088, -5.7050], [-1.1305, -6.0828, -6.4893], [-0.6736, -3.6206, -8.4524], [-1.1488, -2.1662, -9.3436], [-2.3755, -3.2969, -8.8335], [0.4989, -1.9882, -6.8243], [-0.4605, -0.6227, -6.2302], [-0.0540, -0.7195, -7.9398]]}

Record 2
{"formula": "C46H101N5O3", "method": "wB97M-V/def2-TZVPD", "orbital_gap_ev": 7.91, "charge": 4, "spin_multiplicity": 1, "e_above_lowest_ev": 51.102, "largest_force_ev_per_a": 14.8, "energy_ha": -2309.5892, "elements": ["C", "C", "C", "N", "C", "C", "C", "C", "C", "C", "H", "H", "H", "H", "H", "H", "H", "H", "H", "H", "H", "H", "H", "H", "H", "H", "H", "H", "H", "H", "C", "C", "C", "N", "C", "C", "C", "C", "C", "C", "H", "H", "H", "H", "H", "H", "H", "H", "H", "H", "H", "H", "H", "H", "H", "H", "H", "H", "H", "H", "C", "C", "C", "N", "C", "C", "C", "C", "C", "C", "H", "H", "H", "H", "H", "H", "H", "H", "H", "H", "H", "H", "H", "H", "H", "H", "H", "H", "H", "H", "C", "C", "C", "N", "C", "C", "C", "C", "C", "C", "H", "H", "H", "H", "H", "H", "H", "H", "H", "H", "H", "H", "H", "H", "H", "H", "H", "H", "H", "H", "C", "C", "C", "N", "C", "C", "C", "C", "C", "C", "H", "H", "H", "H", "H", "H", "H", "H", "H", "H", "H", "H", "H", "H", "H", "H", "H", "H", "H", "H", "O", "C", "O", "O", "H"], "xyz": [[0.4321, 0.9043, 4.0680], [1.0684, -0.4309, 3.5569], [0.1609, -1.1726, 2.5331], [0.7105, -2.5630, 2.1039], [-0.3796, -3.0579, 1.0596], [-0.3151, -4.5831, 0.7523], [-0.2286, -5.3977, 2.0222], [0.9671, -4.9482, 2.8491], [0.9432, -3.5089, 3.3183], [2.0152, -2.4385, 1.2645], [-0.1080, 1.4368, 3.2852], [1.3053, 1.5049, 4.3230], [-0.2193, 0.7285, 4.9241], [1.2888, -1.0302, 4.4403], [2.0536, -0.2491, 3.1275], [-0.0586, -0.5359, 1.6761], [-0.8069, -1.3253, 3.0108], [-1.2864, -2.8780, 1.6371], [-0.3374, -2.3974, 0.1935], [-1.2136, -4.9612, 0.2647], [0.4341, -4.8738, 0.0159], [-1.1897, -5.2868, 2.5244], [-0.2388, -6.4145, 1.6295], [1.1788, -5.6462, 3.6591], [1.8831, -5.0866, 2.2748], [0.1217, -3.3294, 4.0119], [1.9002, -3.2709, 3.7826], [2.7053, -1.8578, 1.8766], [1.8030, -1.8876, 0.3482], [2.5002, -3.3955, 1.0721], [-1.2068, 1.2656, -1.5203], [-1.2793, 0.3198, -2.6973], [-2.6810, -0.2484, -2.9568], [-2.7578, -1.3495, -4.0310], [-4.1902, -1.4119, -4.6358], [-4.4090, -0.3008, -5.6616], [-3.2938, -0.1408, -6.6952], [-1.9344, 0.0189, -5.9996], [-1.7424, -1.2727, -5.2008], [-2.5967, -2.7597, -3.4448], [-1.3317, 0.6999, -0.5970], [-2.0658, 1.9353, -1.5639], [-0.3268, 1.9040, -1.4418], [-0.6726, -0.5201, -2.3589], [-0.7966, 0.9504, -3.4439], [-3.3957, 0.4537, -3.3863], [-3.1561, -0.6921, -2.0819], [-4.9889, -1.3569, -3.8961], [-4.3480, -2.3968, -5.0754], [-4.4345, 0.6910, -5.2100], [-5.3125, -0.5661, -6.2106], [-3.4029, 0.7104, -7.3673], [-3.1480, -1.0283, -7.3110], [-1.8881, 0.9697, -5.4686], [-1.0391, 0.0664, -6.6195], [-0.7845, -1.4127, -4.7000], [-1.8101, -2.1674, -5.8198], [-2.6038, -3.4845, -4.2588], [-3.4143, -2.9470, -2.7487], [-1.6677, -2.6751, -2.8809], [1.0228, 6.7797, 4.5861], [1.9211, 5.9507, 3.6420], [1.2511, 5.5611, 2.3314], [2.1919, 4.8459, 1.3220], [2.7791, 3.5386, 1.8397], [1.6192, 2.5675, 1.9553], [0.7714, 2.3407, 0.6462], [0.3033, 3.6431, 0.0419], [1.4182, 4.6029, -0.0017], [3.2262, 5.9183, 1.0109], [-0.0574, 6.6369, 4.5570], [1.1448, 7.8460, 4.3954], [1.4234, 6.7335, 5.5988], [2.2971, 5.0570, 4.1401], [2.7946, 6.5962, 3.5498], [0.7298, 6.3658, 1.8130], [0.3966, 4.9404, 2.6010], [3.1962, 3.7073, 2.8325], [3.5002, 3.3353, 1.0480], [1.0194, 2.7509, 2.8467], [2.0235, 1.6106, 2.2852], [0.0196, 1.5575, 0.7439], [1.3325, 1.7189, -0.0514], [-0.4932, 4.0035, 0.6929], [0.0319, 3.4150, -0.9889], [1.1954, 5.5481, -0.4968], [2.0950, 4.1393, -0.7194], [3.9531, 5.9139, 1.8231], [2.9276, 6.9560, 0.8627], [3.7388, 5.5937, 0.1054], [-5.1696, 0.5112, -2.2349], [-4.7767, 0.1762, -0.7725], [-3.5547, -0.8082, -0.8741], [-2.9181, -1.1732, 0.5143], [-1.8780, -2.2842, 0.3121], [-2.5897, -3.6354, -0.0773], [-3.6567, -4.0214, 0.9141], [-4.7049, -2.9317, 1.1889], [-3.9472, -1.6459, 1.5892], [-2.2234, 0.1046, 1.1418], [-5.2806, -0.3304, -2.9187], [-4.3271, 1.0858, -2.6198], [-5.9771, 1.2391, -2.3134], [-5.6258, -0.2355, -0.2269], [-4.5215, 1.1008, -0.2547], [-2.7344, -0.3968, -1.4622], [-3.9334, -1.7643, -1.2356], [-1.1808, -2.0091, -0.4793], [-1.3825, -2.3282, 1.2820], [-3.0962, -3.6049, -1.0419], [-1.9460, -4.5122, -0.1475], [-4.1516, -4.9511, 0.6332], [-3.1087, -4.3300, 1.8044], [-5.3867, -2.8263, 0.3450], [-5.4202, -3.2414, 1.9508], [-4.7848, -0.9663, 1.7464], [-3.4629, -1.7648, 2.5584], [-2.9062, 0.9404, 1.2941], [-1.5383, 0.4542, 0.3695], [-1.5868, -0.1675, 1.9837], [3.3077, -0.9850, -3.8113], [3.9660, -0.8392, -2.4476], [3.0943, -0.5154, -1.2923], [3.8174, -0.3174, 0.0582], [4.8490, 0.9119, 0.0383], [5.2177, 1.3587, 1.4780], [4.0676, 1.6658, 2.3295], [3.0995, 0.4727, 2.4547], [2.6666, -0.0713, 1.0721], [4.6879, -1.5704, 0.3954], [2.9410, -0.0402, -4.2128], [2.5315, -1.7501, -3.7966], [4.0280, -1.3619, -4.5374], [4.6843, -0.0273, -2.5610], [4.4287, -1.8198, -2.3354], [2.2924, -1.2392, -1.1466], [2.5486, 0.4251, -1.3685], [4.3409, 1.7582, -0.4240], [5.6539, 0.5877, -0.6213], [5.8922, 2.2121, 1.4089], [5.8304, 0.5868, 1.9438], [3.4337, 2.4219, 1.8663], [4.3870, 2.2351, 3.2025], [2.2100, 0.7814, 3.0040], [3.5016, -0.3154, 3.0914], [2.0879, 0.7734, 0.6984], [2.0818, -0.9799, 1.2159], [4.9819, -1.5109, 1.4433], [5.5844, -1.6144, -0.2232], [4.0672, -2.4661, 0.3767], [1.0392, 0.5843, -0.7407], [0.0630, 0.0166, -0.0252], [-0.4190, -1.0749, -0.3894], [-0.3405, 0.6671, 0.9411], [0.9630, -0.1198, -1.3888]]}